The following is a DFT calculation (the ωB97M-V functional and the def2-TZVPD basis) of a structure of composition C3H8N4 in a non-equilibrium geometry.

Structure (XYZ):
```
15
Properties=species:S:1:pos:R:3
C -0.994 -0.185 0.543
C -0.891 2.127 -1.175
C -0.130 0.911 -0.757
N 1.309 -2.664 1.332
N 0.694 -1.736 0.556
N -0.134 -1.018 1.179
N 1.070 0.721 -1.029
H 1.264 -2.518 2.335
H 2.202 -2.949 0.962
H 1.439 -0.178 -0.704
H -1.464 0.532 1.214
H -1.110 -0.334 -0.634
H -0.255 2.780 -1.770
H -1.767 1.834 -1.755
H -1.234 2.677 -0.297
```

Its net charge is 0. As for the spin multiplicity: 1. Its HOMO-LUMO gap is 8.853 eV. The LUMO energy is 1.00 eV. The HOMO energy comes out at -7.8563 eV. The energy above the lowest of the compared OMol25 structures with the same formula, charge and spin comes out at 115.65 kcal/mol. The calculation puts the largest force on an atom at 4.75 eV/A.

Löwdin atomic charge list, values in e, 4 entries: -0.1342, -0.0674, -0.3691, 0.0081


The following is a DFT calculation (the ωB97M-V functional and the def2-TZVPD basis) of the ion C10H10N3OS with charge +1 in a non-equilibrium geometry.

Structure (XYZ):
```
25
Properties=species:S:1:pos:R:3
C -0.848 -0.145 2.357
C 3.682 -0.836 0.238
C 2.341 -0.856 0.632
C 3.797 0.163 -0.697
C 1.766 0.132 -0.072
C -0.446 1.168 -0.597
C 0.393 0.299 -0.098
C -1.857 1.159 -0.612
C -0.742 -1.017 1.188
C -1.996 -1.068 0.318
N -0.756 0.702 3.133
N -2.608 0.203 -0.054
N -2.474 2.186 -1.118
O 2.623 0.720 -0.856
S -1.684 -2.214 -1.099
H 4.558 -1.436 0.441
H 1.704 -1.446 1.433
H 4.660 0.624 -1.118
H 0.010 2.101 -1.148
H -0.101 -1.962 1.284
H -2.778 -1.671 0.844
H -3.533 0.076 -0.370
H -1.882 2.798 -1.615
H -3.450 2.276 -1.190
H -0.380 -1.957 -1.223
```

Its net charge is +1. As for the spin multiplicity: 1. Its HOMO-LUMO gap is 7.816 eV. The LUMO energy is -4.61 eV. The HOMO energy comes out at -12.4273 eV. The energy above the lowest of the compared OMol25 structures with the same formula, charge and spin comes out at 30.94 kcal/mol. The calculation puts the largest force on an atom at 4.51 eV/A.

Löwdin atomic charge list, values in e, 4 entries: -0.2076, -0.0063, 0.0228, -0.0484


The following is a DFT calculation (the ωB97M-V functional and the def2-TZVPD basis) of a structure of composition C40H45AuN3OP2S2.

Structure (XYZ):
```
94
Properties=species:S:1:pos:R:3
Au -0.748 1.141 -0.625
C 2.092 -5.366 0.391
S 1.118 -4.326 1.504
C 2.448 -3.367 2.272
C 2.962 -2.150 1.483
C 2.348 -0.808 1.900
N 1.234 -0.334 1.015
P 1.396 0.215 -0.563
C 2.960 0.959 -0.789
C 3.212 2.174 -0.127
C 4.473 2.731 -0.193
C 5.472 2.087 -0.922
C 5.217 0.894 -1.589
C 3.955 0.323 -1.541
C 1.057 -1.053 -1.736
C 1.229 -0.753 -3.100
C 0.933 -1.717 -4.046
C 0.457 -2.961 -3.637
C 0.267 -3.245 -2.288
C 0.544 -2.288 -1.329
P -0.132 0.488 1.527
C 0.261 2.090 2.220
C -0.464 3.231 1.858
C -0.146 4.458 2.422
C 0.890 4.549 3.342
C 1.600 3.414 3.717
C 1.287 2.181 3.167
C -1.008 -0.471 2.687
C -1.660 0.162 3.759
C -2.339 -0.615 4.680
C -2.385 -1.997 4.524
C -1.765 -2.621 3.442
C -1.096 -1.860 2.505
H 1.394 -6.007 -0.144
H 2.772 -5.993 0.963
H 2.651 -4.772 -0.332
H 3.267 -4.058 2.461
H 2.065 -3.062 3.248
H 2.812 -2.312 0.411
H 4.039 -2.065 1.633
H 3.110 -0.029 1.918
H 1.932 -0.882 2.906
H 2.427 2.667 0.440
H 4.684 3.663 0.315
H 6.461 2.525 -0.975
H 6.002 0.408 -2.153
H 3.759 -0.606 -2.060
H 1.607 0.212 -3.418
H 1.076 -1.507 -5.097
H 0.233 -3.715 -4.380
H -0.098 -4.216 -1.980
H 0.406 -2.518 -0.282
H -1.288 3.173 1.156
H -0.710 5.340 2.148
H 1.139 5.506 3.782
H 2.392 3.485 4.451
H 1.829 1.305 3.495
H -1.612 1.236 3.884
H -2.826 -0.148 5.525
H -2.914 -2.598 5.254
H -1.804 -3.697 3.335
H -0.624 -2.338 1.655
C -5.253 -0.028 -0.834
S -3.693 -0.481 -0.131
O -2.686 0.357 -0.971
C -3.527 -2.135 -0.695
C -3.386 -3.120 0.274
C -3.293 -4.447 -0.130
C -3.337 -4.763 -1.480
C -3.452 -3.760 -2.443
C -3.540 -2.435 -2.057
H -5.249 -0.237 -1.901
H -5.400 1.033 -0.639
H -6.017 -0.614 -0.321
H -3.374 -2.860 1.326
H -3.205 -5.231 0.611
H -3.288 -5.800 -1.788
H -3.493 -4.019 -3.494
H -3.617 -1.650 -2.800
C 1.013 5.662 -3.365
C -0.029 4.778 -2.766
C -1.370 4.978 -2.537
C -1.864 3.796 -1.981
N -0.867 2.904 -1.862
N 0.246 3.534 -2.331
C -3.269 3.499 -1.572
H 0.676 6.695 -3.349
H 1.197 5.388 -4.405
H 1.957 5.595 -2.824
H -1.932 5.870 -2.761
H 1.116 3.037 -2.426
H -3.664 4.304 -0.954
H -3.339 2.561 -1.029
H -3.905 3.425 -2.455
```

Its net charge is +3. As for the spin multiplicity: 1. Its HOMO-LUMO gap is 5.239 eV. The LUMO energy is -10.14 eV. The HOMO energy comes out at -15.3801 eV. The energy above the lowest of the compared OMol25 structures with the same formula, charge and spin comes out at 27.47 kcal/mol. The calculation puts the largest force on an atom at 0.73 eV/A.

Löwdin atomic charge list, values in e, 4 entries: 0.9490, -0.3711, 0.8154, -0.4556


The following is a DFT calculation (the ωB97M-V functional and the def2-TZVPD basis) of a structure of composition C27H23BrF4N3O4PTcTe in a non-equilibrium geometry.

Structure (XYZ):
```
65
Properties=species:S:1:pos:R:3
Tc 0.362 -0.031 0.086
O -1.803 0.317 -3.367
C -1.353 0.507 -2.126
O -0.092 0.398 -1.880
C -2.291 0.271 -1.025
C -3.687 0.091 -1.079
C -4.359 -0.162 0.096
C -3.654 -0.261 1.305
C -2.276 -0.163 1.262
N -1.627 0.082 0.129
C -1.309 -0.304 2.436
O -1.690 -0.360 3.574
O -0.070 -0.290 2.045
H -1.091 0.429 -4.015
H -4.203 0.164 -2.023
H -5.432 -0.292 0.086
H -4.152 -0.429 2.246
F 4.067 -6.196 -0.060
C 3.780 -4.911 -0.046
C 4.799 -3.956 -0.012
F 6.066 -4.329 -0.003
C 4.468 -2.604 0.006
F 5.440 -1.692 0.018
C 3.148 -2.162 -0.013
P 2.752 -0.359 0.063
C 3.697 0.217 1.529
C 2.979 0.229 2.731
C 3.574 0.671 3.901
C 4.888 1.119 3.889
C 5.606 1.110 2.704
C 5.022 0.664 1.528
C 3.590 0.253 -1.434
C 4.274 1.464 -1.509
C 4.706 1.946 -2.733
C 4.444 1.234 -3.892
C 3.753 0.035 -3.827
C 3.319 -0.448 -2.608
C 2.147 -3.129 -0.079
Br 0.319 -2.604 -0.251
C 2.449 -4.486 -0.088
F 1.471 -5.373 -0.154
H 1.961 -0.136 2.761
H 3.020 0.642 4.824
H 5.352 1.459 4.799
H 6.634 1.438 2.697
H 5.616 0.624 0.629
H 4.514 2.023 -0.613
H 5.244 2.880 -2.776
H 4.768 1.621 -4.843
H 3.544 -0.524 -4.726
H 2.766 -1.375 -2.556
Te -1.988 2.789 -1.605
N 3.133 3.404 1.828
C 2.091 3.989 0.924
C 1.493 2.927 0.009
N 0.481 2.087 0.659
H 3.704 4.150 2.249
H 3.755 2.753 1.305
H 2.722 2.843 2.594
H 2.553 4.771 0.318
H 1.314 4.451 1.536
H 2.283 2.288 -0.393
H 1.025 3.416 -0.855
H -0.448 2.522 0.467
H 0.595 2.074 1.675
```

Its net charge is +2. As for the spin multiplicity: 4. Its HOMO-LUMO gap (alpha / beta) is 7.259 / 5.997 eV. The LUMO energy (alpha / beta) is -5.63 / -6.88 eV. The HOMO energy (alpha / beta) comes out at -12.8895 / -12.8759 eV. The calculation puts the largest force on an atom at 2.37 eV/A.

Löwdin atomic charge list, values in e, 4 entries: 1.1518, 0.0589, -0.8272, -0.2552


The following is a DFT calculation (the ωB97M-V functional and the def2-TZVPD basis) of a structure of composition C5H10BeOP in a non-equilibrium geometry.

Structure (XYZ):
```
18
Properties=species:S:1:pos:R:3
C -0.007 -0.033 -1.354
C -0.933 -1.006 -1.957
C -0.620 -2.266 -1.426
C 0.488 -2.167 -0.541
C 0.858 -0.794 -0.511
Be 0.892 1.183 1.865
P -0.226 2.794 0.843
H -0.020 1.045 -1.513
H -1.743 -0.751 -2.688
H -1.174 -3.191 -1.673
H 1.817 -0.401 -0.154
H 1.043 -2.921 0.001
H -1.403 3.127 1.662
H -0.799 3.343 -0.460
H 0.547 3.973 1.226
O 0.475 -0.243 2.262
H -0.208 -0.752 1.759
H 1.013 -0.938 2.658
```

Its net charge is -1. As for the spin multiplicity: 1. Its HOMO-LUMO gap is 4.594 eV. The LUMO energy is 3.08 eV. The HOMO energy comes out at -1.5138 eV. The energy above the lowest of the compared OMol25 structures with the same formula, charge and spin comes out at 0.00 kcal/mol. The calculation puts the largest force on an atom at 2.43 eV/A.

Löwdin atomic charge list, values in e, 4 entries: -0.2138, -0.2053, -0.2426, -0.2277


The following is a DFT calculation (the ωB97M-V functional and the def2-TZVPD basis) of the molecule C22H30N4O4.

Structure (XYZ):
```
60
Properties=species:S:1:pos:R:3
C -3.580 -0.911 1.326
H -4.507 -0.916 0.758
H -3.625 -0.101 2.048
H -3.500 -1.855 1.861
C -2.372 -0.711 0.411
N -2.275 -1.764 -0.572
C -1.442 -2.814 -0.499
O -1.511 -3.787 -1.238
C -0.383 -2.798 0.544
C 0.669 -1.943 0.819
N 1.480 -2.510 1.765
C 0.959 -3.669 2.043
N -0.164 -3.897 1.324
H -0.728 -4.732 1.300
H 1.357 -4.363 2.755
C 1.014 -0.648 0.201
O 0.366 -0.124 -0.689
N 2.147 -0.137 0.728
H 2.561 -0.675 1.475
C 2.752 1.094 0.289
C 3.196 1.056 -1.182
H 3.375 2.089 -1.488
H 2.359 0.673 -1.769
C 4.449 0.225 -1.480
C 4.253 -1.262 -1.193
H 3.333 -1.622 -1.648
H 5.084 -1.834 -1.600
H 4.203 -1.454 -0.124
C 5.681 0.755 -0.748
H 5.620 0.559 0.320
H 6.577 0.266 -1.123
H 5.786 1.827 -0.899
H 4.629 0.335 -2.556
C 1.807 2.284 0.485
O 1.987 3.361 -0.023
O 0.817 2.001 1.325
C -0.144 3.028 1.585
C -1.386 2.863 0.749
C -2.635 2.801 1.351
C -3.779 2.678 0.581
C -3.682 2.606 -0.798
C -2.437 2.661 -1.404
C -1.294 2.792 -0.636
H -0.328 2.837 -1.113
H -2.356 2.610 -2.479
H -4.574 2.507 -1.400
H -4.747 2.638 1.059
H -2.715 2.859 2.427
H -0.379 2.952 2.650
H 0.323 3.999 1.375
H 3.619 1.293 0.927
C -3.131 -1.657 -1.741
C -2.395 -0.954 -2.876
H -3.071 -0.770 -3.708
H -1.572 -1.575 -3.219
H -1.984 -0.010 -2.527
H -3.413 -2.668 -2.048
H -4.029 -1.102 -1.464
H -2.445 0.243 -0.111
H -1.467 -0.688 1.015
```

Its net charge is 0. As for the spin multiplicity: 1. Its HOMO-LUMO gap is 9.655 eV. The LUMO energy is 0.68 eV. The HOMO energy comes out at -8.9742 eV. The energy above the lowest of the compared OMol25 structures with the same formula, charge and spin comes out at 29.15 kcal/mol. The calculation puts the largest force on an atom at 1.00 eV/A. The SMILES is CCN(CC)C(=O)c1[nH]cnc1C(=O)N[C@@H](CC(C)C)C(=O)OCc1ccccc1.

Löwdin atomic charge list, values in e, 4 entries: -0.0540, 0.0685, 0.0650, 0.0740


The following is a DFT calculation (the ωB97M-V functional and the def2-TZVPD basis) of a structure of composition C21H33N2O4P2Sn in a non-equilibrium geometry.

Structure (XYZ):
```
63
Properties=species:S:1:pos:R:3
C -0.489 3.856 -2.083
C -0.480 2.500 -1.704
N 0.431 2.042 -0.809
C 1.314 2.877 -0.254
C 1.304 4.250 -0.541
C 0.390 4.740 -1.471
C -1.438 1.545 -2.305
P -1.971 0.178 -1.267
Sn 0.025 -0.464 0.204
P 2.386 0.523 0.848
C 2.339 2.362 0.749
C 0.208 -2.704 0.254
C -0.827 -3.486 0.761
C -0.704 -4.882 0.801
C 0.461 -5.496 0.325
C 1.495 -4.708 -0.190
C 1.367 -3.310 -0.229
O -0.492 0.483 -4.436
O 0.281 -1.520 -3.293
H -1.228 4.172 -2.813
H 2.024 4.880 -0.019
H 0.370 5.798 -1.716
C -3.425 0.743 -0.365
C -2.534 -1.214 -2.282
H 3.345 2.720 0.464
H 2.099 2.752 1.754
H -0.845 0.992 -3.513
H -2.301 2.048 -2.772
C 2.904 0.119 2.535
C 3.817 0.144 -0.209
H -1.733 -3.019 1.145
H -1.521 -5.479 1.209
H 0.558 -6.583 0.356
H 2.408 -5.177 -0.565
H 2.179 -2.698 -0.635
H 0.623 -1.224 -2.276
H 0.725 -2.345 -3.589
H -0.028 -0.475 -4.017
H 0.186 1.052 -4.830
H 1.053 -0.757 -1.302
H -4.274 0.793 -1.065
H -3.643 0.032 0.443
H -3.237 1.738 0.059
H -3.363 -0.879 -2.925
H -1.727 -1.616 -2.910
H -2.881 -2.016 -1.615
H 4.716 0.606 0.228
H 3.948 -0.944 -0.271
H 3.647 0.547 -1.218
H 3.827 0.664 2.780
H 2.118 0.380 3.256
H 3.090 -0.963 2.588
O -2.556 -1.322 2.104
C -1.869 -0.495 2.689
C -2.077 0.023 4.099
C -1.251 1.284 4.175
C -0.636 1.426 2.793
O -0.130 2.441 2.330
N -0.829 0.222 2.123
H -3.140 0.197 4.280
H -1.714 -0.727 4.810
H -1.846 2.173 4.408
H -0.447 1.201 4.921
```

Its net charge is +1. As for the spin multiplicity: 1. Its HOMO-LUMO gap is 8.098 eV. The LUMO energy is -2.45 eV. The HOMO energy comes out at -10.5430 eV. The energy above the lowest of the compared OMol25 structures with the same formula, charge and spin comes out at 21.13 kcal/mol. The calculation puts the largest force on an atom at 1.97 eV/A.

Löwdin atomic charge list, values in e, 4 entries: -0.0225, -0.3345, 0.0432, -0.3367


The following is a DFT calculation (the ωB97M-V functional and the def2-TZVPD basis) of the molecule C5H6O.

Structure (XYZ):
```
12
Properties=species:S:1:pos:R:3
C -1.285 -0.110 0.497
C 0.052 0.419 0.861
C -0.060 -0.947 0.188
C 0.784 -0.387 -0.986
O 0.051 0.656 -1.605
C 0.789 0.938 -0.405
H -1.878 0.333 -0.292
H -1.854 -0.474 1.352
H 0.377 0.678 1.864
H -0.044 -1.982 0.509
H 1.586 -0.891 -1.518
H 1.482 1.767 -0.466
```

Its net charge is 0. As for the spin multiplicity: 1. Its HOMO-LUMO gap is 10.304 eV. The LUMO energy is 1.19 eV. The HOMO energy comes out at -9.1154 eV. The energy above the lowest of the compared OMol25 structures with the same formula, charge and spin comes out at 78.81 kcal/mol. The calculation puts the largest force on an atom at 0.59 eV/A. The SMILES is C1[C@@H]2[C@H]1[C@@H]1O[C@H]21.

Löwdin atomic charge list, values in e, 4 entries: -0.0803, -0.1535, -0.1367, -0.1999


> The highest net charge belongs to which entry?

C40H45AuN3OP2S2


> The highest net charge belongs to which entry?

C40H45AuN3OP2S2


> Which formula does entry 4 have?

C27H23BrF4N3O4PTcTe